Version i
Density functional theory data (ωB97M-V/def2-TZVPD) for a 2-piece molecular cluster, C3H10N3O overall.

```
17
Properties=species:S:1:pos:R:3
C 1.586 -1.079 -0.919
N 0.927 -0.783 0.368
C 1.001 0.358 0.980
N 0.592 0.582 2.222
H 0.838 -1.158 -1.699
H 2.125 -2.011 -0.817
H 2.263 -0.269 -1.152
H 0.360 -1.530 0.776
H 1.454 1.185 0.440
H -0.083 -0.053 2.624
H 0.463 1.554 2.475
C -1.743 0.078 -1.299
N -1.833 1.063 -0.318
O -2.017 -1.076 -1.100
H -1.312 0.417 -2.256
H -2.512 0.764 0.375
H -2.109 1.960 -0.699
```

Properties
2S+1: 1
Total charge: +1
Gap between HOMO and LUMO: 10.42 eV



Version ii
Density functional theory data (ωB97M-V/def2-TZVPD) for C3H10N3O as an isolated structure.

```
17
Properties=species:S:1:pos:R:3
N -1.318 0.704 0.780
C -0.972 0.461 -0.564
N 0.703 1.255 -0.697
N -1.752 1.115 -1.561
H -0.995 1.534 0.101
H -2.233 0.930 0.993
H 1.227 0.600 -0.140
H 0.956 0.900 -1.632
H -1.266 1.933 -1.838
H -2.003 0.504 -2.347
C 2.038 -1.470 1.536
C 0.741 -1.719 1.082
O 0.338 -2.555 0.239
H 2.149 -0.736 2.338
H 2.906 -1.826 0.971
H -0.011 -1.167 1.636
H -0.508 -0.462 -0.893
```

Properties
2S+1: 1
Total charge: +1
Gap between HOMO and LUMO: 4.06 eV



In kcal/mol, relative to the most stable structure: version i 0.0; version ii 237.8.



Version i
Density functional theory data (ωB97M-V/def2-TZVPD) for one molecule with the formula C3H7ClN2.

```
13
Properties=species:S:1:pos:R:3
C 1.279 1.098 -0.057
C 0.141 0.233 -0.574
N 0.318 -1.308 -0.466
N -1.009 -1.460 0.268
C -1.071 0.031 0.477
Cl -2.691 0.624 -0.213
H 1.410 0.700 1.031
H 1.085 2.122 0.099
H 2.260 1.032 -0.474
H -0.272 0.592 -1.422
H 0.163 -1.918 -1.253
H -0.763 -1.977 1.095
H -0.850 0.231 1.486
```

Properties
2S+1: 1
SMILES: C[C@H]1NN[C@@H]1Cl
Gap between HOMO and LUMO: 10.04 eV



Version ii
Density functional theory data (ωB97M-V/def2-TZVPD) for one molecule with the formula C3H7ClN2.

```
13
Properties=species:S:1:pos:R:3
N 3.274 -0.075 -0.401
N 2.118 0.389 0.022
C 1.220 -0.433 0.144
C -0.099 -0.069 0.733
C -1.122 0.783 -0.019
Cl -2.591 -0.228 -0.230
H 4.058 0.574 -0.289
H 3.477 -0.987 -0.163
H 1.408 -1.480 -0.160
H -0.512 -1.076 0.874
H 0.054 0.288 1.758
H -1.303 1.726 0.491
H -0.881 0.957 -1.087
```

Properties
2S+1: 1
SMILES: N/N=C/CCCl
Gap between HOMO and LUMO: 10.03 eV



In kcal/mol, relative to the most stable structure: version i 21.2; version ii 0.0.



Version i
Density functional theory data (ωB97M-V/def2-TZVPD) for a 2-piece molecular cluster, C2H5ClOS overall.

```
10
Properties=species:S:1:pos:R:3
O 2.447 0.338 1.699
S 2.932 1.154 0.429
Cl 2.927 -0.244 -0.996
H 3.172 0.061 2.233
C -2.199 -0.842 -0.401
C -1.586 0.307 -0.787
H -2.556 -1.581 -1.073
H -2.335 -0.965 0.660
H -1.324 0.704 -1.740
H -1.478 1.068 -0.023
```

Properties
2S+1: 1
SMILES: OSCl.C=C
Gap between HOMO and LUMO: 9.40 eV



Version ii
Density functional theory data (ωB97M-V/def2-TZVPD) for a 2-piece molecular cluster, C2H5ClOS overall.

```
10
Properties=species:S:1:pos:R:3
C 1.059 -1.593 0.449
C 0.414 -0.435 0.556
O -0.820 -0.218 1.000
Cl 1.329 1.113 0.335
H 2.142 -1.627 0.229
H 0.588 -2.486 0.893
H -1.308 0.142 0.201
S -1.724 1.514 -1.440
H -1.359 2.541 -0.635
H -0.321 1.050 -1.587
```

Properties
2S+1: 1
SMILES: C=C(O)Cl.S
Gap between HOMO and LUMO: 10.12 eV



In kcal/mol, relative to the most stable structure: version i 14.8; version ii 0.0.



Version i
Density functional theory data (ωB97M-V/def2-TZVPD) for CH2FNO3S as an isolated structure.

```
9
Properties=species:S:1:pos:R:3
C 1.195 -1.022 -0.168
N 0.863 0.285 -0.283
O 0.229 -1.801 0.013
O -1.722 -0.071 -1.080
O -0.914 1.842 0.070
F -1.195 -0.064 1.391
S -0.738 0.312 -0.127
H 2.268 -1.440 -0.174
H 0.013 1.959 0.357
```

Properties
2S+1: 1
Gap between HOMO and LUMO: 11.18 eV



Version ii
Density functional theory data (ωB97M-V/def2-TZVPD) for one molecule with the formula CH2FNO3S.

```
9
Properties=species:S:1:pos:R:3
H 1.860 -2.460 -0.275
N 1.413 -1.832 -0.945
C 0.758 -0.925 -0.292
O -0.163 0.062 -0.582
S -0.977 1.469 0.135
O -1.785 1.777 -0.945
O -0.246 2.354 0.947
F -1.865 0.514 1.102
H 1.005 -0.959 0.853
```

Properties
2S+1: 1
SMILES: [H]/N=C/OS(=O)(=O)F
Gap between HOMO and LUMO: 10.04 eV



In kcal/mol, relative to the most stable structure: version i 0.0; version ii 12.8.



Version i
Density functional theory data (ωB97M-V/def2-TZVPD) for one molecule with the formula C5H5FN2.

```
13
Properties=species:S:1:pos:R:3
C 1.231 2.696 -0.110
C 0.805 1.531 -0.105
C 0.445 0.114 -0.173
C -0.978 -0.311 -0.404
C -2.048 0.282 0.257
F -3.400 -0.003 -0.145
N 1.435 -0.741 0.000
N 1.072 -2.191 -0.114
H 1.484 3.761 -0.007
H -0.729 -1.315 -1.148
H -2.089 1.270 0.807
H 2.049 -2.554 0.128
H 0.724 -2.538 1.015
```

Properties
2S+1: 1
SMILES: C#CC(/C=C/F)=N/N
Gap between HOMO and LUMO: 9.29 eV



Version ii
Density functional theory data (ωB97M-V/def2-TZVPD) for a 2-piece molecular cluster, C5H5FN2 overall.

```
13
Properties=species:S:1:pos:R:3
C -1.812 -0.389 -0.135
C -1.202 0.095 -2.102
C -0.477 -0.135 -0.072
C 2.030 0.455 1.730
C 0.957 -0.302 1.646
N -2.222 -0.216 -1.410
N -0.083 0.157 -1.335
F 0.625 -1.179 2.606
H -2.618 -0.386 0.602
H -0.973 0.226 -3.260
H 2.773 0.353 2.538
H 2.238 0.943 0.837
H 0.765 0.379 -1.647
```

Properties
2S+1: 1
Gap between HOMO and LUMO: 9.25 eV



In kcal/mol, relative to the most stable structure: version i 35.3; version ii 0.0.



Version i
Density functional theory data (ωB97M-V/def2-TZVPD) for an isolated ion of composition C8H16N3 and charge +1.

```
27
Properties=species:S:1:pos:R:3
C -2.737 0.965 0.825
C -2.501 -0.127 -0.125
N -3.323 -0.798 -0.830
C -2.660 -1.852 -1.350
C -1.322 -1.753 -1.028
N -1.158 -0.642 -0.254
C -0.008 -0.129 0.412
N 0.353 -1.210 1.447
C 1.218 0.104 -0.514
C 2.507 0.389 0.257
C 0.711 1.055 -1.560
H -2.679 0.628 1.979
H -2.097 1.853 0.677
H -3.606 1.506 0.647
H -3.161 -2.564 -1.894
H -0.533 -2.258 -1.430
H -0.392 0.621 1.019
H 0.700 -2.016 0.922
H 1.173 -0.912 1.999
H -0.411 -1.780 1.814
H 1.223 -0.775 -1.070
H 2.532 1.543 0.442
H 2.691 -0.114 1.320
H 3.242 0.162 -0.489
H 1.089 2.070 -1.171
H -0.466 0.982 -1.746
H 1.258 0.918 -2.446
```

Properties
2S+1: 1
SMILES: Cc1nccn1[C@@H]([NH3+])C(C)C
Total charge: +1
Gap between HOMO and LUMO: 8.76 eV



Version ii
Density functional theory data (ωB97M-V/def2-TZVPD) for an isolated ion of composition C8H16N3 and charge +1.

```
27
Properties=species:S:1:pos:R:3
C 1.358 0.779 -1.628
C 0.625 -0.264 -0.778
C 1.678 -1.150 -0.143
C -0.518 0.388 0.117
N -1.553 1.034 -0.767
C -0.017 1.431 1.047
C 0.343 1.028 2.266
C 0.210 -0.344 2.616
N -0.497 -1.226 2.094
C -1.416 -0.719 1.132
N -2.106 -1.725 0.266
H 2.164 0.207 -2.294
H 1.735 1.579 -0.970
H 0.721 1.398 -2.455
H -0.029 -0.831 -1.499
H 2.281 -0.597 0.615
H 2.239 -1.570 -1.007
H 1.156 -2.150 0.076
H -1.184 1.920 -1.042
H -2.358 1.037 -0.112
H -1.749 0.412 -1.532
H 0.090 2.455 0.743
H 0.776 1.669 3.070
H 0.749 -0.834 3.452
H -2.078 0.008 1.554
H -1.644 -2.585 0.126
H -2.799 -2.067 0.873
```

Properties
2S+1: 1
SMILES: CC(C)[C@]1([NH3+])C=CC=N[C@@H]1N
Total charge: +1
Gap between HOMO and LUMO: 9.24 eV



In kcal/mol, relative to the most stable structure: version i 0.0; version ii 9.0.



Version i
Density functional theory data (ωB97M-V/def2-TZVPD) for a 2-piece molecular cluster, C7H10NO2 overall.

```
20
Properties=species:S:1:pos:R:3
C 1.237 0.373 3.683
C 1.385 -0.328 2.485
C 0.023 1.029 3.551
C 0.254 -0.074 1.736
C -0.205 -0.600 0.463
C -0.311 0.092 -0.886
C -1.397 0.486 -3.003
N 0.777 -0.987 -0.641
O -0.626 0.775 2.377
O -1.261 -0.199 -1.769
H 1.894 0.092 4.556
H 1.945 -1.215 2.385
H -0.408 1.869 4.090
H -1.343 -1.529 0.305
H 0.192 1.058 -0.820
H -2.479 0.422 -3.391
H -0.682 0.192 -3.772
H -1.384 1.599 -2.940
H 1.712 -0.600 -0.697
H 0.534 -1.669 -1.375
```

Properties
2S+1: 1
Total charge: +1
Gap between HOMO and LUMO: 9.07 eV



Version ii
Density functional theory data (ωB97M-V/def2-TZVPD) for an isolated ion of composition C7H10NO2 and charge +1.

```
20
Properties=species:S:1:pos:R:3
C -0.024 1.235 -1.060
C -0.688 0.758 0.235
O -0.003 1.248 1.371
C -0.741 -0.777 0.371
C 0.574 -1.380 0.851
N 1.562 -1.443 -0.225
C 2.692 -0.892 -0.168
C 3.794 -0.322 -0.063
C 4.956 0.255 0.031
O 5.968 0.760 0.120
H -0.497 0.773 -1.924
H 1.042 1.015 -1.067
H -0.141 2.312 -1.151
H -1.727 1.117 0.234
H -0.159 2.194 1.456
H -1.062 -1.219 -0.572
H -1.485 -1.020 1.130
H 0.967 -0.766 1.663
H 0.408 -2.400 1.208
H 1.279 -1.935 -1.072
```

Properties
2S+1: 1
SMILES: C[C@H](O)CC[NH+]=C=C=C=O
Total charge: +1
Gap between HOMO and LUMO: 8.16 eV



In kcal/mol, relative to the most stable structure: version i 46.5; version ii 0.0.



Version i
Density functional theory data (ωB97M-V/def2-TZVPD) for C26H19Cl2F12IrNO6PS2 as an isolated structure.

```
70
Properties=species:S:1:pos:R:3
Ir -0.172 -0.572 -1.046
O 2.544 -1.618 -1.842
C 2.884 -1.100 -0.905
C 3.308 -0.450 0.270
C 4.692 -0.408 0.502
C 5.125 0.219 1.654
C 4.187 0.751 2.532
C 2.818 0.686 2.285
C 2.324 0.104 1.129
P 0.487 0.039 0.896
C -0.044 1.754 1.145
C 0.820 2.845 1.067
C 0.325 4.133 1.199
C -1.029 4.341 1.416
C -1.897 3.260 1.469
C -1.416 1.970 1.317
C 0.100 -0.900 2.404
C -0.749 -0.416 3.398
C -0.994 -1.172 4.535
C -0.388 -2.407 4.700
C 0.482 -2.885 3.728
C 0.726 -2.134 2.593
H 5.388 -0.844 -0.200
H 6.182 0.285 1.867
H 4.526 1.232 3.440
H 2.129 1.102 3.008
H 1.873 2.709 0.861
H 1.000 4.975 1.119
H -1.410 5.348 1.520
H -2.958 3.421 1.610
H -2.101 1.134 1.302
H -1.222 0.549 3.302
H -1.661 -0.787 5.295
H -0.582 -2.992 5.588
H 0.972 -3.840 3.857
H 1.424 -2.521 1.859
F 2.265 -0.152 -4.260
C 3.004 0.870 -3.833
F 4.060 0.364 -3.161
F 3.438 1.565 -4.859
S 2.053 1.932 -2.660
O 1.658 0.993 -1.595
O 2.976 2.932 -2.253
N 0.883 2.504 -3.490
S -0.485 1.755 -3.753
O -0.889 1.848 -5.106
O -0.498 0.440 -3.123
C -1.698 2.801 -2.796
F -1.259 4.043 -2.686
F -2.856 2.794 -3.432
F -1.865 2.292 -1.571
C -4.257 -0.464 -0.077
C -3.160 -1.354 -0.670
O -1.954 -0.894 -0.148
C -3.453 -2.811 -0.215
F -4.757 -3.096 -0.299
F -3.085 -2.972 1.058
F -2.816 -3.741 -0.951
C -3.221 -1.286 -2.207
F -2.087 -1.812 -2.748
F -3.309 -0.027 -2.633
F -4.250 -1.958 -2.711
H -4.305 -0.633 0.998
H -5.235 -0.671 -0.508
H -3.992 0.573 -0.268
Cl 0.168 -3.323 -0.424
C 0.161 -4.389 -1.861
Cl 1.787 -4.725 -2.441
H -0.409 -3.890 -2.636
H -0.306 -5.318 -1.554
```

Properties
2S+1: 2
<S²>: 0.753
Total charge: +1
Gap between HOMO and LUMO (spin up / spin down): 6.87 / 6.72 eV



Version ii
Density functional theory data (ωB97M-V/def2-TZVPD) for C26H19Cl2F12IrNO6PS2 as an isolated structure.

```
70
Properties=species:S:1:pos:R:3
Ir 0.138 -0.272 0.303
O 2.492 -1.114 -0.362
C 2.118 -0.373 0.493
C 2.882 0.390 1.480
C 4.271 0.436 1.487
C 4.903 1.131 2.503
C 4.159 1.743 3.508
C 2.772 1.682 3.505
C 2.133 1.019 2.467
P 0.345 0.804 2.338
C -0.512 2.372 2.344
C 0.196 3.567 2.442
C -0.494 4.769 2.472
C -1.878 4.781 2.391
C -2.584 3.591 2.274
C -1.905 2.387 2.250
C -0.124 -0.137 3.795
C -1.337 0.065 4.453
C -1.638 -0.678 5.582
C -0.735 -1.617 6.063
C 0.485 -1.802 5.429
C 0.795 -1.061 4.301
H 4.832 -0.065 0.709
H 5.983 1.191 2.525
H 4.668 2.268 4.306
H 2.203 2.141 4.304
H 1.277 3.572 2.463
H 0.056 5.697 2.545
H -2.409 5.724 2.405
H -3.662 3.600 2.189
H -2.460 1.464 2.139
H -2.042 0.805 4.101
H -2.578 -0.515 6.092
H -0.978 -2.195 6.945
H 1.202 -2.512 5.818
H 1.768 -1.184 3.839
F -4.685 -1.152 1.701
C -3.502 -1.420 1.189
F -3.416 -2.707 0.887
F -2.556 -1.132 2.098
S -3.219 -0.363 -0.342
O -1.931 0.315 -0.071
O -4.327 0.514 -0.447
N -3.155 -1.389 -1.528
S -1.893 -2.288 -1.795
O -0.800 -1.951 -0.868
O -2.173 -3.680 -1.863
C -1.348 -1.819 -3.526
F -1.802 -0.618 -3.854
F -0.020 -1.816 -3.560
F -1.820 -2.711 -4.366
C -0.068 1.290 -2.508
C 0.721 2.081 -1.492
O 0.705 1.569 -0.178
C 0.122 3.498 -1.348
F 0.834 4.251 -0.504
F -1.125 3.406 -0.866
F 0.058 4.136 -2.517
C 2.208 2.153 -1.933
F 2.390 2.947 -2.987
F 2.639 0.926 -2.270
F 2.997 2.587 -0.944
H -1.117 1.263 -2.235
H 0.340 0.281 -2.559
H 0.035 1.738 -3.496
Cl 0.498 -2.787 1.591
C 0.240 -4.254 0.569
Cl 1.491 -4.427 -0.635
H -0.724 -4.142 0.089
H 0.263 -5.081 1.267
```

Properties
2S+1: 2
<S²>: 0.768
Total charge: +1
Gap between HOMO and LUMO (spin up / spin down): 7.99 / 6.60 eV



In kcal/mol, relative to the most stable structure: version i 32.1; version ii 0.0.